1.
ORCA calculation (ωB97M-V/def2-TZVPD) on 5 unconnected molecules or ions with the total composition C46H39BrO15P2S at a distorted geometry.

Cartesian coordinates (Å):
C1 3.005 -1.598 1.259
C2 2.611 -1.444 -0.272
O1 1.297 -0.850 -0.316
P1 0.845 -0.449 -1.861
O2 1.036 -1.673 -2.716
C3 -0.991 -0.050 -1.979
C4 -1.805 -0.977 -0.995
C5 -3.127 -0.305 -0.457
C6 -4.395 -0.844 -1.007
C7 -4.482 -1.967 -2.086
C8 -4.225 -3.419 -1.557
O3 -3.734 -4.205 -2.303
Br1 -4.764 -3.852 0.278
C9 -5.634 -0.271 -0.490
C10 -5.627 0.828 0.504
O4 -6.891 1.275 0.906
C11 -4.381 1.409 1.030
C12 -3.111 0.789 0.532
C13 -1.805 1.355 1.110
O5 -0.688 1.074 0.709
C14 -1.847 2.349 2.324
C15 -0.570 2.681 2.984
C16 -0.460 3.596 4.117
C17 -1.728 4.170 4.627
C18 -3.007 3.844 3.969
P2 -4.527 4.638 4.703
S1 -5.077 6.222 3.706
C19 -3.100 2.956 2.808
C20 -4.392 2.602 2.044
O6 -5.417 3.233 2.167
O7 1.783 0.826 -2.357
C21 2.228 1.668 -1.268
C22 2.637 3.103 -1.848
H1 3.085 -0.590 1.779
H2 2.171 -2.174 1.740
H3 3.956 -2.184 1.379
H4 3.393 -0.873 -0.847
H5 2.612 -2.500 -0.676
H6 -1.077 1.021 -1.636
H7 -1.318 -0.130 -3.054
H8 -1.171 -1.148 -0.074
H9 -1.996 -1.994 -1.420
H10 -3.710 -1.728 -2.872
H11 -5.502 -1.885 -2.591
H12 -6.604 -0.673 -0.872
H13 -7.388 0.495 1.220
H14 0.387 2.241 2.597
H15 0.527 3.847 4.570
H16 -1.654 4.870 5.493
H17 -4.185 5.053 6.036
H18 -5.580 3.678 4.819
H19 1.454 1.814 -0.471
H20 3.147 1.274 -0.751
H21 1.687 3.546 -2.260
H22 3.377 2.995 -2.679
H23 3.016 3.740 -1.010
O8 5.516 1.650 -1.484
C23 6.330 1.970 -2.325
C24 6.631 1.087 -3.474
C25 7.526 1.436 -4.397
C26 8.256 2.722 -4.314
O9 9.070 3.041 -5.156
C27 7.954 3.605 -3.164
C28 7.060 3.256 -2.241
H24 6.088 0.151 -3.519
H25 7.760 0.803 -5.244
H26 8.497 4.541 -3.118
H27 6.825 3.889 -1.394
O10 3.092 -0.180 3.800
C29 2.807 0.162 4.930
C30 3.801 0.107 6.026
C31 3.485 0.481 7.264
C32 2.127 0.970 7.598
O11 1.841 1.313 8.726
C33 1.133 1.025 6.502
C34 1.449 0.650 5.264
H28 4.788 -0.252 5.764
H29 4.199 0.447 8.078
H30 0.145 1.384 6.763
H31 0.735 0.685 4.450
O12 5.634 -2.369 -1.928
C35 5.869 -3.450 -1.427
C36 7.201 -3.763 -0.862
C37 7.458 -4.950 -0.315
C38 6.422 -6.007 -0.248
O13 6.657 -7.088 0.252
C39 5.090 -5.694 -0.814
C40 4.834 -4.507 -1.360
H32 7.946 -2.979 -0.918
H33 8.426 -5.197 0.103
H34 4.345 -6.478 -0.757
H35 3.865 -4.261 -1.778
O14 -10.727 -1.801 -6.409
C41 -9.980 -1.877 -5.457
C42 -8.513 -1.755 -5.620
C43 -7.693 -1.840 -4.574
C44 -8.213 -2.058 -3.206
O15 -7.462 -2.133 -2.248
C45 -9.678 -2.179 -3.042
C46 -10.499 -2.094 -4.087
H36 -8.150 -1.596 -6.627
H37 -6.618 -1.755 -4.675
H38 -10.040 -2.338 -2.034
H39 -11.573 -2.180 -3.986

Output
- SMILES string: CCOP(=O)(CCc1c(CC(=O)Br)cc(O)c2c1C(=O)c1cccc([PH2]=S)c1C2=O)OCC.O=C1C=CC(=O)C=C1.O=C1C=CC(=O)C=C1.O=C1C=CC(=O)C=C1.O=C1C=CC(=O)C=C1
- Kohn-Sham gap: 6.25 eV

Löwdin population analysis, charges in e, atoms 1 to 2: number 1, C, carries -0.0703; number 2, C, carries -0.2798

***

2.
ORCA calculation (ωB97M-V/def2-TZVPD) on a molecular structure, C46H40BrClKN4O6Sb at a distorted geometry.

Cartesian coordinates (Å):
K1 0.619 0.416 -0.127
O1 -3.527 -3.528 -2.987
C1 -2.172 -3.695 -3.114
C2 -1.708 -4.592 -4.068
C3 -0.339 -4.762 -4.240
C4 0.559 -4.030 -3.475
C5 0.079 -3.133 -2.528
C6 -1.285 -2.959 -2.326
C7 -1.757 -2.009 -1.216
O2 -0.789 -1.228 -0.759
N1 -2.881 -1.199 -1.830
N2 -3.404 -0.340 -0.877
C8 -3.443 0.880 -1.215
C9 -3.999 1.928 -0.332
Br1 -4.245 1.449 1.472
C10 -4.252 3.184 -0.687
C11 -4.134 3.775 -2.039
C12 -4.474 3.111 -3.214
C13 -4.326 3.733 -4.446
C14 -3.850 5.034 -4.523
C15 -3.532 5.716 -3.356
C16 -3.681 5.091 -2.128
H1 -3.640 -2.661 -2.544
H2 -2.430 -5.134 -4.667
H3 0.022 -5.466 -4.982
H4 1.627 -4.158 -3.597
H5 0.756 -2.565 -1.898
H6 -2.303 -2.607 -0.456
H7 -2.432 -0.660 -2.576
H8 -3.014 1.221 -2.158
H9 -4.528 3.879 0.096
H10 -4.871 2.105 -3.164
H11 -4.584 3.195 -5.349
H12 -3.723 5.514 -5.485
H13 -3.158 6.731 -3.397
H14 -3.416 5.615 -1.217
O3 0.497 3.123 -0.132
Cl1 0.829 2.961 1.281
O4 0.520 4.157 2.016
O5 2.231 2.601 1.402
O6 0.027 1.831 1.807
C17 2.323 1.838 -3.100
N3 2.347 0.818 -2.072
C18 3.177 -0.138 -2.262
C19 3.371 -1.289 -1.411
C20 4.185 -2.386 -1.728
C21 4.067 -3.262 -0.641
C22 3.196 -2.621 0.257
N4 2.772 -1.430 -0.193
C23 1.325 1.523 -4.200
C24 1.491 2.052 -5.476
C25 0.595 1.762 -6.497
C26 -0.483 0.921 -6.257
C27 -0.657 0.386 -4.986
C28 0.234 0.689 -3.967
H15 3.310 1.989 -3.564
H16 2.046 2.791 -2.638
H17 3.826 -0.125 -3.154
H18 4.764 -2.514 -2.632
H19 4.538 -4.226 -0.511
H20 2.883 -2.995 1.225
H21 2.345 2.693 -5.673
H22 0.749 2.181 -7.485
H23 -1.175 0.675 -7.053
H24 -1.479 -0.293 -4.788
H25 0.078 0.265 -2.982
C29 3.113 -4.056 6.066
C30 3.461 -2.760 6.413
C31 3.107 -1.691 5.593
C32 2.400 -1.895 4.412
C33 2.058 -3.208 4.078
C34 2.405 -4.278 4.890
Sb1 1.744 -0.354 3.019
C35 2.027 1.262 4.414
C36 0.978 1.988 4.972
C37 1.222 3.059 5.824
C38 2.524 3.426 6.133
C39 3.580 2.726 5.566
C40 3.330 1.663 4.708
C41 -0.290 -0.856 3.562
C42 -1.196 -1.192 2.556
C43 -2.492 -1.594 2.876
C44 -2.894 -1.660 4.200
C45 -1.996 -1.337 5.213
C46 -0.704 -0.948 4.892
H26 3.389 -4.888 6.703
H27 4.009 -2.574 7.330
H28 3.384 -0.689 5.902
H29 1.497 -3.411 3.171
H30 2.121 -5.283 4.602
H31 -0.045 1.741 4.717
H32 0.386 3.617 6.230
H33 2.715 4.265 6.791
H34 4.603 3.018 5.775
H35 4.178 1.157 4.256
H36 -0.932 -1.166 1.500
H37 -3.176 -1.832 2.071
H38 -3.906 -1.964 4.446
H39 -2.297 -1.395 6.252
H40 -0.004 -0.722 5.691

Output
- Relative energy (zero: lowest compared OMol25 entry of this formula, charge and spin): 1.3922 eV
- Net charge: -2
- Kohn-Sham gap: 6.00 eV

Löwdin population analysis, charges in e, atoms 1 to 2: number 1, K, carries 0.6488; number 2, O, carries 0.0090

***

3.
ORCA calculation (ωB97M-V/def2-TZVPD) on a molecular structure, C46H40ClN11NiS.

Cartesian coordinates (Å):
Ni1 1.120 0.929 -0.753
C1 5.897 3.493 2.625
C2 4.884 4.256 3.201
C3 3.596 4.256 2.671
C4 3.367 3.473 1.561
C5 2.126 3.148 0.823
N1 1.006 3.761 1.004
C6 -0.115 3.273 0.422
C7 -1.366 3.979 0.350
C8 -1.725 5.298 0.615
C9 -3.039 5.663 0.391
C10 -3.987 4.732 -0.072
C11 -3.637 3.417 -0.318
C12 -2.310 3.053 -0.107
C13 -1.597 1.816 -0.300
N2 -2.199 0.633 -0.583
C14 -1.479 -0.369 -0.961
N3 -0.159 -0.365 -1.320
C15 0.153 -1.604 -1.831
N4 1.232 -1.952 -2.440
C16 2.299 -1.108 -2.442
N5 2.511 -0.094 -1.563
C17 3.760 0.398 -1.784
N6 4.420 1.243 -0.957
C18 3.749 1.948 -0.113
N7 2.397 2.197 -0.132
C19 4.375 2.723 0.984
C20 5.654 2.711 1.497
C21 4.361 -0.282 -2.903
C22 5.561 -0.101 -3.583
C23 5.813 -0.919 -4.670
C24 4.892 -1.902 -5.070
C25 3.696 -2.079 -4.399
C26 3.436 -1.248 -3.312
C27 -1.032 -2.489 -1.723
C28 -1.227 -3.811 -2.058
C29 -2.493 -4.348 -1.834
C30 -3.517 -3.573 -1.294
C31 -3.305 -2.237 -0.960
C32 -2.046 -1.721 -1.183
N8 -0.281 1.994 -0.022
H1 6.882 3.495 3.073
H2 5.100 4.845 4.083
H3 2.798 4.837 3.116
H4 -0.994 6.008 0.979
H5 -3.350 6.684 0.575
H6 -5.007 5.055 -0.240
H7 -4.360 2.691 -0.666
H8 6.428 2.107 1.042
H9 6.264 0.663 -3.277
H10 6.732 -0.796 -5.229
H11 5.125 -2.528 -5.922
H12 2.978 -2.826 -4.709
H13 -0.424 -4.401 -2.483
H14 -2.687 -5.385 -2.082
H15 -4.494 -4.015 -1.140
H16 -4.095 -1.618 -0.554
C33 -3.071 -6.228 1.764
C34 -1.689 -5.890 2.311
C35 -1.110 -4.635 1.672
C36 0.179 -4.172 2.345
N9 0.681 -2.906 1.831
C37 0.403 -1.685 2.357
S1 1.351 -0.359 1.972
N10 -0.688 -1.627 3.145
C38 -1.281 -0.391 3.634
C39 -2.459 0.049 2.770
C40 -3.613 -0.950 2.697
C41 -4.204 -1.321 4.054
H17 -3.458 -7.152 2.196
H18 -3.042 -6.352 0.679
H19 -3.783 -5.430 1.987
H20 -1.010 -6.731 2.141
H21 -1.747 -5.753 3.396
H22 -1.854 -3.831 1.705
H23 -0.907 -4.813 0.615
H24 0.960 -4.920 2.199
H25 0.030 -4.090 3.427
H26 1.516 -2.911 1.268
H27 -1.258 -2.453 3.209
H28 -0.507 0.372 3.609
H29 -1.575 -0.538 4.675
H30 -2.086 0.239 1.759
H31 -2.824 1.003 3.162
H32 -3.281 -1.856 2.177
H33 -4.397 -0.519 2.070
H34 -3.494 -1.871 4.677
H35 -5.088 -1.951 3.938
H36 -4.502 -0.427 4.607
Cl1 -2.686 2.146 -4.766
C42 -1.270 2.799 -4.008
C43 -1.163 4.154 -3.758
C44 -0.013 4.608 -3.135
C45 0.957 3.686 -2.769
N11 0.842 2.379 -2.994
C46 -0.246 1.948 -3.624
H37 -1.961 4.829 -4.041
H38 0.120 5.658 -2.916
H39 1.856 4.001 -2.250
H40 -0.321 0.882 -3.812

Output
- Kohn-Sham gap (alpha / beta): 5.08 / 5.75 eV
- 2S+1: 3

Löwdin population analysis, charges in e, atoms 1 to 2: number 1, Ni, carries 0.4001; number 2, C, carries -0.0695

***

4.
ORCA calculation (ωB97M-V/def2-TZVPD) on 8 unconnected molecules or ions with the total composition C46H40F3N7O16 at a distorted geometry.

Cartesian coordinates (Å):
O1 -1.136 3.655 4.475
N1 -0.616 4.733 4.308
O2 -1.150 5.767 4.719
C1 0.645 4.885 3.650
C2 1.441 3.760 3.430
C3 2.657 3.910 2.841
C4 3.001 5.145 2.232
C5 2.048 6.152 2.209
C6 0.904 6.073 2.997
H1 1.148 2.793 3.697
H2 3.287 2.967 2.760
H3 3.948 5.208 1.755
H4 2.225 7.067 1.635
H5 0.193 6.839 3.135
O3 2.457 -2.908 0.567
N2 2.626 -4.126 0.635
O4 2.707 -4.755 1.652
C7 2.609 -4.822 -0.667
C8 2.158 -4.113 -1.742
C9 2.495 -4.659 -3.028
C10 3.201 -5.829 -3.087
C11 3.475 -6.614 -1.962
C12 3.242 -6.083 -0.684
H6 1.554 -3.183 -1.593
H7 2.181 -4.169 -3.968
H8 3.572 -6.146 -4.030
H9 4.107 -7.520 -2.071
H10 3.657 -6.542 0.206
O5 -4.256 -3.197 3.706
N3 -4.332 -2.744 2.590
O6 -5.386 -2.687 1.938
C13 -3.130 -2.398 1.844
C14 -1.906 -2.615 2.400
C15 -0.817 -2.495 1.550
C16 -0.955 -2.047 0.235
C17 -2.221 -1.809 -0.280
C18 -3.323 -1.961 0.523
H11 -1.794 -2.891 3.447
H12 0.218 -2.600 1.978
H13 0.008 -1.705 -0.234
H14 -2.359 -1.321 -1.235
H15 -4.294 -1.713 0.151
O7 1.750 -1.229 8.325
N4 2.396 -1.326 7.330
O8 3.514 -1.759 7.246
C19 1.789 -0.877 6.038
C20 2.593 -0.658 4.910
C21 1.962 -0.332 3.752
C22 0.600 -0.232 3.656
C23 -0.155 -0.495 4.777
C24 0.416 -0.737 5.995
H16 3.620 -0.899 4.983
H17 2.543 0.051 2.829
H18 0.235 0.114 2.705
H19 -1.187 -0.290 4.613
H20 -0.196 -0.821 6.855
O9 3.003 1.374 0.423
N5 3.964 1.611 -0.305
O10 4.469 2.727 -0.340
C25 4.481 0.646 -1.281
C26 3.753 -0.524 -1.454
C27 4.303 -1.489 -2.273
C28 5.559 -1.236 -2.866
C29 6.205 -0.036 -2.731
C30 5.687 0.941 -1.901
H21 2.805 -0.725 -0.958
H22 3.746 -2.425 -2.424
H23 5.983 -1.978 -3.523
H24 7.173 0.129 -3.191
H25 6.125 1.922 -1.771
O11 -2.923 6.823 -1.033
N6 -3.584 6.012 -1.638
O12 -4.547 5.458 -1.163
C31 -3.186 5.648 -3.026
C32 -3.677 4.483 -3.544
C33 -3.421 4.169 -4.915
C34 -2.676 5.025 -5.683
C35 -2.209 6.175 -5.104
C36 -2.492 6.540 -3.807
H26 -4.411 3.972 -2.929
H27 -3.835 3.261 -5.379
H28 -2.463 4.956 -6.732
H29 -1.845 6.959 -5.772
H30 -2.207 7.492 -3.459
O13 0.050 0.076 -1.263
N7 0.317 1.181 -1.671
O14 1.007 1.331 -2.677
C37 -0.270 2.345 -1.020
C38 -1.183 2.160 -0.025
C39 -1.643 3.248 0.742
C40 -1.078 4.500 0.460
C41 -0.212 4.724 -0.651
C42 0.199 3.610 -1.350
H31 -1.541 1.182 0.346
H32 -2.438 3.133 1.454
H33 -1.331 5.324 1.136
H34 -0.054 5.739 -0.985
H35 0.755 3.629 -2.292
C43 -6.167 -5.128 -0.811
C44 -5.596 -5.724 -2.048
O15 -4.190 -5.478 -1.963
C45 -3.506 -5.574 -3.067
O16 -3.872 -5.911 -4.141
C46 -1.978 -5.316 -2.917
F1 -1.439 -4.836 -4.038
F2 -1.609 -4.520 -1.955
F3 -1.395 -6.537 -2.675
H36 -5.866 -4.079 -0.772
H37 -5.699 -5.507 0.042
H38 -7.255 -5.247 -0.722
H39 -5.963 -5.254 -2.934
H40 -5.790 -6.793 -2.124

Output
- SMILES string: O=[N+]([O-])c1ccccc1.O=[N+]([O-])c1ccccc1.O=[N+]([O-])c1ccccc1.O=[N+]([O-])c1ccccc1.O=[N+]([O-])c1ccccc1.O=[N+]([O-])c1ccccc1.O=[N+]([O-])c1ccccc1.CCOC(=O)C(F)(F)F
- Kohn-Sham gap: 8.95 eV

Löwdin population analysis, charges in e, atoms 1 to 2: number 1, O, carries 0.0811; number 2, N, carries -0.3532